Entry 1:
The following is a DFT calculation (ωB97M-V/def2-TZVPD) of a cluster of 2 separate species, C18H15BrClN2O6S in total.

Properties
- 2S+1: 1
- Gap between HOMO and LUMO: 5.4 eV
- HOMO level: -3.307 eV
- Net charge: -1
- E_LUMO: 2.1305 eV

The geometry in XYZ format:
```
44
Properties=species:S:1:pos:R:3:forces:R:3
C -3.573 0.225 -2.300 -0.1 0.1 -0.3
C -2.722 -1.018 -2.245 0.3 0.3 0.2
O -1.395 -0.621 -1.766 -0.1 -1.0 -0.3
C -0.555 -1.663 -1.858 -0.8 0.0 0.3
O -0.915 -2.790 -2.157 0.7 1.0 0.4
N 0.764 -1.288 -1.597 0.6 -1.1 0.0
C 1.829 -2.187 -1.897 -0.2 0.2 -0.2
C 1.765 -3.515 -2.301 0.6 -0.7 -0.3
C 2.966 -4.119 -2.720 0.1 0.8 0.2
C 4.195 -3.430 -2.650 -0.3 0.6 0.4
C 4.227 -2.102 -2.186 -0.1 -0.6 0.0
Br 5.866 -1.247 -1.727 -0.1 -0.5 -0.3
C 3.025 -1.452 -1.913 -0.4 1.1 -0.4
C 2.613 -0.034 -1.751 -0.4 -1.5 -0.1
N 3.251 1.089 -2.330 0.7 2.7 -0.2
O 4.354 0.984 -2.910 -1.9 -0.3 0.9
O 2.633 2.179 -2.267 1.0 -1.8 -0.1
C 1.268 -0.008 -1.460 0.1 -0.1 -0.8
H -4.618 -0.104 -2.419 0.2 0.3 0.0
H -3.469 0.848 -1.396 0.0 -0.3 -0.3
H -3.278 0.812 -3.183 -0.2 0.0 0.4
H -3.143 -1.791 -1.586 0.3 0.3 -0.1
H -2.549 -1.460 -3.235 -0.4 0.1 0.2
H 0.819 -4.049 -2.355 0.4 0.2 0.1
H 2.959 -5.127 -3.124 -0.1 0.1 0.2
H 5.133 -3.896 -2.946 -0.3 0.0 0.2
H 0.599 0.810 -1.223 0.1 0.0 -0.1
Cl 2.211 1.022 1.262 1.9 0.3 0.6
C 0.535 0.930 1.401 -2.6 -0.3 0.4
S -0.376 2.388 1.668 0.8 -1.8 -0.1
C -1.312 2.231 3.222 -0.1 0.0 -0.1
C -2.542 1.566 3.292 0.0 0.2 0.3
C -3.271 1.588 4.489 0.3 0.0 -0.3
C -2.775 2.253 5.609 0.2 0.0 -0.2
C -1.532 2.875 5.538 0.2 -0.1 -0.3
C -0.793 2.860 4.354 -0.2 0.0 0.1
O 0.504 3.511 1.880 0.2 0.6 -0.1
O -1.379 2.476 0.627 -0.7 0.3 0.2
H 0.146 0.068 1.984 0.3 0.7 -0.4
H -2.938 1.052 2.416 0.1 0.2 0.1
H -4.235 1.095 4.540 0.0 0.0 0.0
H -3.344 2.288 6.531 0.0 0.0 -0.1
H -1.121 3.394 6.395 -0.1 0.0 0.1
H 0.173 3.360 4.293 -0.3 -0.1 -0.1
```
Positions in Å, forces in eV/Å.

Here are the Löwdin charges for atoms 1 to 5, given in e: atom 1 (C): -0.06, atom 2 (C): -0.21, atom 3 (O): 0.03, atom 4 (C): -0.46, atom 5 (O): 0.09

---

Entry 2:
The following is a DFT calculation (ωB97M-V/def2-TZVPD) of a cluster of 2 separate species, C5H13NO5P in total.

Properties
- 2S+1: 1
- Gap between HOMO and LUMO: 7.5 eV
- HOMO level: -4.395 eV
- Net charge: -1
- E_LUMO: 3.0916 eV

The geometry in XYZ format:
```
25
Properties=species:S:1:pos:R:3:forces:R:3
O 3.697 -0.428 -0.008 -0.6 0.2 0.2
C 2.513 -0.667 0.000 0.9 -0.1 -0.1
O 1.592 -0.019 -0.725 -0.4 0.0 0.6
C 1.721 1.403 -0.846 0.1 0.3 -0.7
C 0.752 2.184 0.064 0.4 0.1 0.3
C 0.134 1.425 1.255 -0.4 0.2 0.1
C -1.278 0.841 1.055 0.2 -0.2 0.3
P -1.707 -0.067 -0.585 -0.2 -0.3 -0.1
H 2.088 -1.474 0.610 -0.2 -0.1 -0.3
H 1.506 1.638 -1.893 0.0 -0.1 0.1
H 2.759 1.692 -0.667 -0.1 -0.2 0.1
H -0.023 2.663 -0.541 0.0 -0.2 0.1
H 1.346 3.003 0.488 -0.1 0.0 -0.1
H 0.073 2.153 2.075 0.1 -0.2 0.0
H 0.805 0.639 1.613 0.1 0.1 -0.2
H -2.040 1.604 1.270 0.1 0.0 -0.3
H -1.420 0.056 1.812 -0.1 0.1 -0.1
H -1.448 1.118 -1.349 0.1 0.0 0.1
H -3.032 -0.241 -0.106 0.0 0.1 0.0
H -0.767 -1.077 -0.318 0.1 0.1 -0.1
H -2.064 -0.743 -1.831 0.0 0.0 0.0
N -1.301 -3.931 -0.345 0.0 0.0 0.0
O -0.950 -3.835 -1.537 0.0 0.0 0.0
O -0.935 -4.900 0.348 0.0 0.0 0.0
O -2.022 -3.036 0.164 -0.1 0.0 0.1
```
Positions in Å, forces in eV/Å.

Here are the Löwdin charges for atoms 1 to 5, given in e: atom 1 (O): 0.06, atom 2 (C): -0.34, atom 3 (O): -0.07, atom 4 (C): -0.17, atom 5 (C): -0.19

---

Entry 3:
The following is a DFT calculation (ωB97M-V/def2-TZVPD) of the ion C5H11NO with charge +1.

Properties
- 2S+1: 2
- Gap between HOMO and LUMO (spin up / spin down): 10.9 / 7.5 eV
- HOMO level (spin up / spin down): -14.847 / -15.209 eV
- Net charge: +1
- E_LUMO (spin up / spin down): -3.9189 / -7.6600 eV

The geometry in XYZ format:
```
18
Properties=species:S:1:pos:R:3:forces:R:3
C -0.508 -0.262 -1.850 -0.3 1.1 0.6
N -1.018 0.027 -0.485 1.3 -1.6 -0.9
C -1.932 -0.999 -0.065 -1.3 0.0 -0.1
C 0.686 1.756 0.047 0.6 -1.0 -0.4
C -0.068 0.502 0.468 -0.7 0.7 0.0
C 0.929 -0.685 0.852 -0.2 0.1 0.5
O 2.002 -0.420 1.250 0.3 0.0 -0.2
H 0.011 0.614 -2.223 0.4 -0.3 0.0
H -1.331 -0.439 -2.509 -0.6 -0.2 -0.3
H 0.077 -1.187 -1.799 0.3 0.2 0.0
H -2.666 -0.660 0.666 0.3 0.2 0.2
H -2.499 -1.353 -0.925 0.1 0.1 0.0
H -1.407 -1.874 0.338 0.2 0.1 0.1
H 1.490 1.999 0.737 -0.4 0.1 0.5
H 1.252 1.493 -0.847 -0.2 0.4 -0.3
H -0.003 2.572 -0.114 0.0 0.2 0.0
H -0.627 0.662 1.387 0.0 0.0 0.4
H 0.501 -1.706 0.864 0.0 0.0 -0.2
```
Positions in Å, forces in eV/Å.

Here are the Löwdin charges for atoms 1 to 5, given in e: atom 1 (C): 0.03, atom 2 (N): -0.08, atom 3 (C): -0.01, atom 4 (C): 0.00, atom 5 (C): -0.28

---

Entry 4:
The following is a DFT calculation (ωB97M-V/def2-TZVPD) of a cluster of 7 separate species, H14O7 in total.

Properties
- 2S+1: 2
- Gap between HOMO and LUMO (spin up / spin down): 11.7 / 2.5 eV
- HOMO level (spin up / spin down): -14.869 / -13.863 eV
- Net charge: +1
- E_LUMO (spin up / spin down): -3.1860 / -11.3603 eV

The geometry in XYZ format:
```
21
Properties=species:S:1:pos:R:3:forces:R:3
O 0.518 -12.568 11.707 0.0 0.5 -0.1
H 0.738 -13.483 11.527 0.3 -0.4 -0.1
H -0.396 -12.592 11.989 -0.4 0.0 0.2
O -2.366 -11.852 7.668 -0.7 -0.3 0.0
H -1.896 -12.664 7.861 0.2 -0.6 -0.1
H -1.800 -11.160 8.010 0.5 1.0 0.2
O -2.811 -10.993 11.471 0.7 0.2 0.3
H -2.859 -11.017 10.515 0.1 0.1 -0.6
H -3.536 -11.545 11.762 -0.7 -0.2 0.2
O -1.798 -9.817 13.679 -0.1 0.0 1.0
H -2.095 -10.098 12.813 -0.6 -0.7 -1.4
H -1.045 -9.253 13.502 0.7 0.5 0.1
O -0.997 -9.592 8.684 -0.1 -0.3 0.2
H -1.383 -8.837 9.129 -0.2 0.2 0.1
H -0.418 -9.211 8.024 0.3 0.1 -0.3
O -6.248 -12.160 9.677 0.3 -0.1 -0.5
H -6.011 -11.837 10.546 0.0 -0.2 0.5
H -7.150 -11.865 9.550 -0.4 0.0 -0.2
O -5.553 -11.079 12.135 0.3 -0.1 0.0
H -5.856 -10.243 11.780 -0.1 0.5 -0.1
H -5.561 -10.954 13.084 -0.2 -0.1 0.4
```
Positions in Å, forces in eV/Å.

Here are the Löwdin charges for atoms 1 to 5, given in e: atom 1 (O): 0.03, atom 2 (H): 0.06, atom 3 (H): 0.03, atom 4 (O): 0.09, atom 5 (H): 0.07

---

Computed values of calculated total energy (unit: a.u.) for the preceding records, in sequence: -4688.16889 -970.44844 -326.76926 -534.65263.